Record 1
A structure of composition C55H48InN4O5 at a distorted geometry. Source: the OMol25 dataset; level of theory: ωB97M-V/def2-TZVPD.

```
! wB97M-V def2-TZVPD RIJCOSX def2/J DEFGRID3
* xyz -1 1
In -13.709 19.277 -4.879
O -14.453 17.376 -5.713
C -13.723 16.436 -6.244
C -13.422 16.529 -7.655
C -12.672 15.534 -8.237
C -12.145 14.473 -7.488
C -12.390 14.346 -6.136
C -13.139 15.350 -5.493
C -13.213 15.012 -4.128
N -14.295 15.270 -3.424
N -14.311 14.583 -2.275
C -13.444 17.359 -1.761
O -13.110 17.999 -2.771
C -12.321 16.929 -0.770
C -11.044 17.443 -1.019
C -9.921 17.190 -0.215
C -10.006 16.227 0.791
C -11.250 15.615 1.025
C -12.376 16.019 0.282
H -13.799 17.400 -8.188
H -12.444 15.622 -9.313
H -11.571 13.726 -8.011
H -12.256 13.389 -5.667
H -12.371 14.433 -3.717
H -10.953 18.048 -1.910
H -8.998 17.693 -0.408
H -9.112 15.888 1.265
H -11.305 14.853 1.792
H -13.299 15.555 0.512
O -12.637 19.667 -6.623
C -11.348 20.233 -6.897
C -10.469 20.333 -5.612
C -10.981 21.185 -4.486
C -10.147 22.265 -4.095
C -10.402 22.967 -2.914
C -11.564 22.534 -2.207
C -12.406 21.546 -2.692
C -13.773 21.385 -2.078
C -15.005 21.489 -3.038
O -15.086 20.356 -3.883
C -15.103 22.820 -3.810
C -14.447 23.973 -3.371
C -14.495 25.214 -4.089
C -15.272 25.311 -5.223
C -16.037 24.167 -5.609
C -15.828 22.953 -4.981
C -16.286 21.444 -2.109
C -16.444 20.312 -1.273
C -17.592 20.159 -0.534
C -18.562 21.147 -0.502
C -18.441 22.277 -1.305
C -17.302 22.436 -2.080
N -12.018 20.752 -3.752
C -10.695 19.510 -8.072
C -9.496 18.801 -7.893
C -8.816 18.209 -8.944
C -9.334 18.277 -10.249
C -10.539 18.949 -10.445
C -11.242 19.536 -9.373
C -11.643 21.726 -7.413
C -10.679 22.440 -8.104
C -10.886 23.632 -8.768
C -12.147 24.151 -8.748
C -13.163 23.547 -8.009
C -12.934 22.374 -7.261
H -9.548 20.799 -6.009
H -10.211 19.308 -5.323
H -9.285 22.517 -4.702
H -9.787 23.765 -2.553
H -11.920 23.000 -1.312
H -13.791 22.125 -1.305
H -13.905 20.392 -1.640
H -13.917 23.939 -2.384
H -14.033 26.095 -3.667
H -15.416 26.227 -5.743
H -16.802 24.335 -6.356
H -16.272 22.054 -5.375
H -15.737 19.469 -1.350
H -17.691 19.256 0.088
H -19.452 20.999 0.085
H -19.260 22.984 -1.350
H -17.265 23.422 -2.576
H -8.969 18.783 -6.940
H -7.887 17.654 -8.845
H -8.960 17.662 -11.091
H -10.954 19.133 -11.472
H -12.007 20.327 -9.640
H -9.649 22.069 -8.186
H -10.103 24.133 -9.258
H -12.396 25.044 -9.321
H -14.145 23.926 -8.020
H -13.761 21.817 -6.805
O -17.121 14.833 -3.790
C -17.242 13.392 -3.922
C -16.793 12.690 -2.613
C -17.207 13.478 -1.370
C -16.312 14.717 -0.892
C -16.812 15.339 0.225
C -16.318 16.635 0.514
C -15.407 17.327 -0.208
C -14.891 16.829 -1.500
N -15.144 15.206 -1.492
H -16.171 15.013 -3.772
H -16.706 13.100 -4.848
H -18.306 13.178 -4.148
H -15.686 12.589 -2.697
H -17.175 11.659 -2.639
H -17.274 12.943 -0.427
H -18.259 13.820 -1.365
H -17.565 14.782 0.776
H -16.732 17.023 1.434
H -15.021 18.267 0.166
H -15.445 17.050 -2.460
*
```

Properties
**Energy relative to the best compared isomer or geometry (same formula, charge and spin)**: 581.15 kJ/mol
**HOMO-LUMO gap**: 4.48 eV
**DFT total energy**: -79180.9780 eV

***

Record 2
A structure of composition C55H49AuIN2OPSTe at a distorted geometry. Source: the OMol25 dataset; level of theory: ωB97M-V/def2-TZVPD.

```
! wB97M-V def2-TZVPD RIJCOSX def2/J DEFGRID3
* xyz 1 2
Au 0.196 0.053 0.245
S 2.038 0.106 4.507
C 0.352 0.064 4.888
C -0.233 0.117 6.150
C -1.609 0.066 6.229
C -2.377 -0.035 5.065
C -1.788 -0.082 3.818
C -0.400 -0.034 3.715
N 0.391 -0.079 2.548
C 1.669 -0.018 2.829
C 2.711 0.022 1.800
C 4.066 0.022 2.134
C 5.021 0.151 1.144
C 4.615 0.308 -0.175
C 3.263 0.293 -0.504
C 2.286 0.120 0.471
H 0.379 0.189 7.041
H -2.095 0.102 7.196
H -3.457 -0.077 5.141
H -2.398 -0.157 2.932
H 4.374 -0.069 3.171
H 6.073 0.149 1.398
H 5.355 0.446 -0.956
H 2.991 0.444 -1.540
I -2.598 -2.099 0.990
C -4.456 -1.333 0.413
C -5.433 -2.285 0.359
C -6.756 -1.944 0.018
C -7.059 -0.646 -0.243
C -6.063 0.360 -0.198
C -6.448 1.690 -0.487
C -5.532 2.693 -0.504
C -4.190 2.402 -0.213
C -3.755 1.135 0.111
P -1.944 1.186 0.339
C -0.358 2.762 -2.568
C -0.224 4.186 -2.124
C -0.529 5.235 -2.928
C -1.009 5.034 -4.246
C -1.180 3.714 -4.731
C -0.884 2.636 -3.964
C -1.710 2.358 1.677
C -2.683 2.684 2.635
C -2.382 3.532 3.683
C -1.098 4.059 3.812
C -0.124 3.755 2.872
C -0.430 2.924 1.804
C -4.700 0.045 0.120
H -5.189 -3.314 0.587
H -7.516 -2.715 -0.025
H -8.073 -0.353 -0.493
H -7.493 1.889 -0.697
H -5.822 3.709 -0.740
H -3.466 3.209 -0.261
H 0.133 4.357 -1.111
H -0.403 6.247 -2.557
H -1.245 5.882 -4.875
H -1.554 3.566 -5.739
H -1.022 1.638 -4.365
H -3.675 2.252 2.565
H -3.142 3.771 4.416
H -0.863 4.717 4.640
H 0.869 4.179 2.959
H 0.324 2.719 1.053
C 0.998 2.020 -2.366
C 0.889 0.568 -2.764
O 1.336 0.206 -3.877
N 0.185 -0.322 -2.019
Te -0.276 -1.623 -3.535
C 1.084 -3.144 -4.118
C 2.363 -3.328 -3.606
C 2.950 -2.462 -2.530
C 3.130 -4.375 -4.112
C 2.653 -5.228 -5.092
C 3.493 -6.360 -5.623
C 1.371 -5.008 -5.591
C 0.568 -3.977 -5.134
C -0.805 -3.810 -5.754
C -1.587 -2.910 -2.485
C -2.950 -2.712 -2.763
C -3.498 -1.464 -3.425
C -3.848 -3.707 -2.395
C -3.437 -4.867 -1.753
C -4.423 -5.945 -1.389
C -2.095 -4.996 -1.420
C -1.155 -4.032 -1.758
C 0.260 -4.216 -1.257
H 1.748 2.494 -2.996
H 1.304 2.104 -1.319
H -1.051 2.253 -1.885
H 2.268 -1.678 -2.231
H 3.871 -1.989 -2.879
H 3.197 -3.050 -1.641
H 4.130 -4.524 -3.714
H 4.385 -6.509 -5.017
H 3.812 -6.155 -6.647
H 2.928 -7.292 -5.638
H 0.986 -5.661 -6.369
H -0.974 -4.584 -6.501
H -0.905 -2.846 -6.257
H -1.606 -3.898 -5.013
H -3.002 -0.559 -3.074
H -4.558 -1.357 -3.196
H -3.399 -1.502 -4.513
H -4.902 -3.563 -2.612
H -5.450 -5.624 -1.568
H -4.326 -6.226 -0.339
H -4.247 -6.844 -1.982
H -1.769 -5.872 -0.863
H 0.241 -4.638 -0.250
H 0.796 -3.271 -1.201
H 0.832 -4.898 -1.889
*
```

Properties
**Energy relative to the best compared isomer or geometry (same formula, charge and spin)**: 373.45 kJ/mol
**HOMO-LUMO gap (alpha / beta)**: 4.19 / 4.71 eV
**DFT total energy**: -102059.8123 eV

***

Record 3
A structure of composition C55H50AsEuN2O2P2S at a distorted geometry. Source: the OMol25 dataset; level of theory: ωB97M-V/def2-TZVPD.

```
! wB97M-V def2-TZVPD RIJCOSX def2/J DEFGRID3
* xyz 1 8
Eu 13.504 12.856 12.574
O 13.398 11.984 14.641
N 14.244 12.217 15.594
C 13.685 12.428 16.809
C 14.454 12.684 17.860
C 15.856 12.878 17.628
C 16.384 12.689 16.390
C 15.520 12.486 15.310
S 16.137 12.465 13.668
H 12.634 12.286 16.857
H 14.071 12.888 18.832
H 16.455 12.928 18.542
H 17.418 12.830 16.146
C 13.711 16.393 9.843
C 12.951 15.299 9.078
P 13.420 13.596 9.600
C 15.067 13.322 8.852
C 15.286 13.332 7.453
C 16.570 13.218 6.930
C 17.646 13.039 7.823
C 17.472 13.071 9.226
C 16.156 13.185 9.714
C 12.336 12.480 8.559
C 11.291 12.971 7.740
C 10.669 12.069 6.894
C 10.991 10.754 6.865
C 11.979 10.230 7.660
C 12.642 11.123 8.546
C 13.036 17.040 11.057
P 12.859 15.863 12.426
C 11.549 16.628 13.395
C 11.026 15.848 14.404
C 10.029 16.234 15.266
C 9.476 17.503 15.061
C 9.890 18.293 13.992
C 10.883 17.821 13.152
C 14.340 16.185 13.473
C 14.324 16.900 14.689
C 15.496 17.093 15.419
C 16.679 16.574 14.939
C 16.751 15.902 13.732
C 15.582 15.700 13.025
H 13.920 17.229 9.145
H 14.743 16.108 10.107
H 13.199 15.398 8.030
H 11.846 15.355 9.203
H 14.466 13.362 6.739
H 16.819 13.285 5.895
H 18.636 12.842 7.400
H 18.257 12.838 9.889
H 16.005 13.096 10.808
H 11.130 14.019 7.685
H 9.885 12.465 6.234
H 10.540 10.170 6.070
H 12.258 9.197 7.535
H 13.395 10.759 9.256
H 12.022 17.359 10.770
H 13.584 17.940 11.445
H 11.382 14.796 14.542
H 9.652 15.489 15.936
H 8.723 17.804 15.796
H 9.497 19.260 13.702
H 11.117 18.469 12.354
H 13.349 17.308 15.050
H 15.490 17.694 16.345
H 17.553 16.817 15.494
H 17.716 15.561 13.386
H 15.602 15.226 12.039
C 14.216 7.664 10.943
C 15.327 8.503 10.926
C 15.102 9.848 11.168
N 13.887 10.386 11.439
C 12.826 9.530 11.443
C 12.947 8.217 11.158
H 14.260 6.592 10.732
H 16.296 8.030 10.773
H 15.910 10.586 11.016
H 11.839 9.930 11.757
H 11.981 7.731 11.159
O 10.957 12.627 12.503
As 9.323 12.537 12.707
C 8.906 12.923 14.459
C 9.678 12.491 15.495
C 9.243 12.616 16.806
C 8.086 13.327 17.028
C 7.348 13.916 16.018
C 7.735 13.644 14.684
C 8.554 13.796 11.487
C 9.289 14.959 11.077
C 8.646 15.899 10.256
C 7.371 15.624 9.761
C 6.620 14.528 10.285
C 7.228 13.538 11.018
C 8.694 10.814 12.230
C 9.091 10.256 11.016
C 8.673 9.009 10.639
C 7.912 8.250 11.577
C 7.615 8.756 12.825
C 7.968 10.048 13.123
H 10.683 12.041 15.311
H 9.816 12.164 17.626
H 7.698 13.482 18.023
H 6.505 14.547 16.231
H 7.280 14.004 13.799
H 10.326 15.039 11.391
H 9.208 16.720 9.936
H 6.844 16.348 9.143
H 5.567 14.399 9.970
H 6.669 12.565 11.287
H 9.585 10.957 10.328
H 8.951 8.598 9.698
H 7.532 7.263 11.341
H 7.081 8.150 13.566
H 7.593 10.508 14.012
*
```

Properties
**Energy relative to the best compared isomer or geometry (same formula, charge and spin)**: 124.82 kJ/mol
**HOMO-LUMO gap (alpha / beta)**: 7.15 / 7.97 eV
**DFT total energy**: -174496.6794 eV

***

Record 4
A structure of composition C55H50MnN11O12 at a distorted geometry. Source: the OMol25 dataset; level of theory: ωB97M-V/def2-TZVPD.

```
! wB97M-V def2-TZVPD RIJCOSX def2/J DEFGRID3
* xyz -1 2
Mn 0.567 1.705 0.043
C -3.778 -2.236 5.342
O -3.431 -1.082 4.606
C -4.445 -0.374 4.027
C -5.778 -0.513 4.355
C -6.742 0.257 3.704
C -6.349 1.146 2.726
C -5.004 1.288 2.388
C -4.027 0.542 3.038
N -2.662 0.572 2.790
C -1.965 1.260 1.794
N -2.353 2.534 1.642
C -1.788 3.567 0.836
C -0.619 3.405 0.101
C -0.182 4.596 -0.516
C -0.847 5.809 -0.433
C -2.037 5.906 0.284
C -2.495 4.771 0.917
O -3.644 4.804 1.711
C -4.838 4.970 0.972
N -1.053 0.670 1.093
C -0.823 -0.702 1.412
C 0.068 -0.992 2.452
C 0.420 -2.289 2.780
C -0.117 -3.344 2.051
C -1.016 -3.081 1.036
C -1.395 -1.774 0.719
O -2.290 -1.702 -0.311
C -3.124 -0.565 -0.497
H -2.844 -2.745 5.567
H -4.427 -2.891 4.755
H -4.274 -1.976 6.281
H -6.075 -1.222 5.116
H -7.786 0.149 3.967
H -7.085 1.743 2.203
H -4.725 1.973 1.601
H -2.146 -0.179 3.222
H -2.966 2.882 2.362
H 0.749 4.564 -1.071
H -0.434 6.693 -0.909
H -2.573 6.841 0.389
H -5.662 4.971 1.684
H -4.972 4.149 0.258
H -4.838 5.913 0.418
H 0.485 -0.139 2.975
H 1.117 -2.470 3.589
H 0.158 -4.369 2.270
H -1.458 -3.881 0.453
H -3.720 -0.794 -1.378
H -2.553 0.347 -0.668
H -3.787 -0.433 0.364
O 3.903 4.226 -0.128
C 2.993 3.554 0.368
O 2.241 2.770 -0.285
C 2.780 3.671 1.880
C 3.627 4.524 2.537
C 3.525 4.737 3.913
C 2.561 4.101 4.657
C 1.709 3.219 4.028
C 1.754 2.939 2.606
O 0.944 2.147 2.059
N 0.726 2.585 4.906
O 0.512 3.103 5.994
O 0.139 1.585 4.529
N 4.449 5.636 4.583
O 4.327 5.803 5.788
O 5.303 6.190 3.911
H 4.374 5.038 1.948
H 2.474 4.277 5.718
C 2.417 -11.740 -3.275
O 3.213 -10.977 -2.389
C 2.909 -9.657 -2.252
C 3.720 -8.932 -1.383
C 3.480 -7.587 -1.181
C 2.435 -6.936 -1.833
C 1.637 -7.669 -2.699
C 1.864 -9.022 -2.915
C 2.147 -5.505 -1.636
N 1.227 -4.831 -2.279
C 1.297 -3.553 -1.764
C 2.271 -3.466 -0.808
N 2.819 -4.727 -0.733
C 2.588 -2.265 -0.093
C 3.617 -2.124 0.844
C 3.813 -0.896 1.422
C 2.968 0.165 1.084
N 1.969 0.041 0.223
C 1.797 -1.149 -0.375
C 0.733 -1.226 -1.382
N 0.036 -0.103 -1.575
C -0.882 -0.093 -2.522
C -1.176 -1.214 -3.307
C -0.491 -2.383 -3.086
C 0.502 -2.404 -2.100
H 2.823 -12.747 -3.256
H 2.472 -11.347 -4.294
H 1.374 -11.761 -2.951
H 4.530 -9.440 -0.879
H 4.133 -7.050 -0.502
H 0.825 -7.165 -3.205
H 1.220 -9.561 -3.594
H 3.540 -5.030 -0.105
H 4.252 -2.965 1.100
H 4.604 -0.729 2.140
H 3.100 1.141 1.521
H -1.405 0.845 -2.661
H -1.946 -1.145 -4.065
H -0.693 -3.283 -3.653
C 2.924 2.203 -3.248
N 1.829 2.725 -4.048
C 2.213 3.353 -5.294
C 1.021 3.491 -6.214
C -0.078 4.213 -5.469
N -0.384 3.510 -4.242
C -1.616 3.904 -3.584
C 0.588 2.875 -3.482
O 0.303 2.450 -2.371
H 3.430 1.407 -3.805
H 2.555 1.835 -2.300
H 3.644 2.991 -3.012
H 2.988 2.735 -5.754
H 2.665 4.338 -5.106
H 0.668 2.498 -6.503
H 1.295 4.035 -7.118
H -0.991 4.268 -6.067
H 0.229 5.249 -5.258
H -2.470 3.663 -4.224
H -1.626 4.978 -3.373
H -1.699 3.388 -2.632
*
```

Properties
**Energy relative to the best compared isomer or geometry (same formula, charge and spin)**: 0.00 kJ/mol
**HOMO-LUMO gap (alpha / beta)**: 6.25 / 5.73 eV
**DFT total energy**: -130126.9693 eV